{"formula": "C17H8MnN3S3", "method": "wB97M-V/def2-TZVPD", "species": ["C", "C", "C", "C", "H", "N", "C", "C", "C", "H", "S", "H", "C", "S", "N", "C", "H", "H", "C", "C", "C", "N", "C", "S", "H", "H", "Mn", "C", "C", "C", "H", "C"], "coordinates": [[0.599, 3.402, 0.554], [2.893, -1.459, 2.651], [-5.460, -0.901, -0.302], [-0.306, 2.341, 0.461], [-1.305, 6.029, -0.444], [2.728, -2.145, 5.125], [2.788, -1.845, 4.013], [-3.997, -2.800, 0.009], [-1.039, 5.008, -0.200], [1.615, 3.205, 0.880], [0.181, -1.055, 2.576], [-3.880, -3.871, 0.104], [-1.602, 2.683, -0.016], [-4.239, 1.654, -0.333], [-2.050, 0.333, 0.003], [-1.962, 3.993, -0.347], [-6.132, -2.927, -0.222], [-6.449, -0.481, -0.436], [-5.275, -2.268, -0.176], [4.203, -1.448, 2.099], [-4.343, -0.083, -0.236], [5.279, -1.432, 1.685], [1.790, -1.093, 1.903], [1.938, -0.605, 0.232], [-2.957, 4.204, -0.731], [-1.889, -2.377, 0.240], [-0.066, 0.319, 0.784], [0.243, 4.711, 0.253], [-3.056, -0.604, -0.043], [-2.507, 1.563, -0.124], [0.968, 5.509, 0.373], [-2.885, -1.984, 0.076]], "forces_ev_per_angstrom": [[-0.07, 0.23, -0.01], [-0.14, 0.01, -0.15], [-0.11, -0.12, 0.01], [-0.43, 0.86, -0.21], [-0.02, -0.02, -0.01], [0.02, -0.03, -0.07], [-0.10, 0.00, 0.30], [0.05, -0.05, 0.00], [0.00, 0.18, -0.02], [-0.02, -0.01, 0.03], [0.23, -0.76, 1.16], [0.02, 0.01, 0.01], [0.82, 0.54, 0.19], [0.14, 0.00, -0.01], [-0.79, 0.47, -0.22], [-0.22, -0.27, -0.04], [0.01, 0.00, 0.01], [0.01, -0.03, -0.02], [-0.08, 0.15, -0.04], [0.24, 0.05, -0.11], [0.27, 0.24, 0.04], [-0.06, -0.04, 0.02], [0.02, -0.12, -0.19], [1.15, -0.61, -0.16], [0.01, 0.06, 0.02], [-0.02, -0.03, 0.00], [-0.52, 0.61, -0.47], [0.07, -0.15, 0.03], [-0.39, -0.25, -0.13], [-0.19, -0.98, 0.02], [-0.01, 0.01, -0.04], [0.11, 0.05, 0.05]], "charge": -1, "multiplicity": 6, "e_homo_ev": [-4.1449, -5.0258], "fmax_ev_per_a": 1.4, "gap_ev": [6.21, 7.01], "e_above_lowest_ev": 0.0000, "lumo_energy_ev": [2.06, 1.99]}